[1]
Formula: C31H17N6O5PbS5
Source: the Open Molecules 2025 dataset
Level of theory: ωB97M-V/def2-TZVPD

The LUMO energy comes out at 1.37 eV. The net charge is -1. Its energy relative to the best compared isomer or geometry (same formula, charge and spin) is 0.0 kJ/mol. As for the strongest force on any atom: 0.13 eV Å⁻¹. For the total energy, the calculation gives -4080.27736 hartree.

```
65
Properties=species:S:1:pos:R:3:forces:R:3:mulliken_charge:R:1
Pb 0.507 1.970 -0.225 0.038 -0.018 -0.012 0.880
O -3.972 -2.849 -3.427 -0.010 0.010 -0.032 -0.737
C -4.395 -1.798 -2.917 0.025 -0.022 0.088 0.453
O -5.544 -1.407 -2.655 -0.008 0.009 -0.031 -0.741
C -3.277 -0.796 -2.513 -0.033 -0.039 -0.042 -0.738
C -3.587 0.396 -1.877 0.009 0.036 0.014 -0.822
C -2.563 1.256 -1.513 0.023 0.006 0.017 0.536
N -1.279 0.963 -1.748 -0.014 0.004 -0.035 -0.170
C -0.968 -0.178 -2.372 -0.028 0.014 0.021 0.352
C -1.946 -1.077 -2.772 0.035 0.003 0.009 -0.379
C 0.486 -0.423 -2.601 0.014 -0.021 -0.002 0.275
C 0.960 -1.552 -3.258 0.009 0.010 -0.002 -0.262
C 2.327 -1.697 -3.432 0.001 0.003 -0.003 -0.679
C 3.185 -0.715 -2.966 -0.002 0.003 0.005 -0.734
C 2.638 0.377 -2.310 0.003 -0.019 -0.030 -0.247
N 1.326 0.503 -2.131 0.003 -0.009 0.019 -0.001
C -2.817 2.565 -0.841 0.005 -0.001 0.004 0.492
C -4.090 3.117 -0.736 -0.008 0.014 -0.002 -0.748
C -4.235 4.349 -0.122 0.006 -0.009 -0.004 -0.401
C -3.116 5.006 0.369 0.006 -0.001 -0.004 -0.900
C -1.885 4.391 0.228 -0.004 0.008 0.008 -0.159
N -1.751 3.203 -0.356 -0.015 0.003 -0.025 0.223
H -4.633 0.592 -1.686 -0.002 0.006 0.004 0.515
H -1.732 -2.011 -3.272 -0.003 -0.007 0.000 0.611
H 0.278 -2.304 -3.625 -0.001 -0.004 -0.002 0.433
H 2.717 -2.574 -3.933 -0.003 0.003 0.002 0.432
H 4.256 -0.795 -3.086 -0.002 0.008 0.001 0.459
H 3.248 1.171 -1.891 -0.005 -0.006 0.006 0.432
H -4.948 2.599 -1.139 -0.003 -0.001 -0.006 0.399
H -5.217 4.796 -0.035 0.001 0.000 -0.001 0.425
H -3.191 5.974 0.843 0.001 -0.003 0.001 0.416
H -0.966 4.850 0.580 0.000 -0.006 -0.006 0.484
S -0.109 2.361 3.231 0.035 -0.083 0.036 -0.049
C -0.281 0.640 3.541 -0.073 0.041 -0.024 0.195
C -1.322 -0.246 3.721 -0.018 0.011 0.020 -0.811
C -0.987 -1.590 3.878 -0.026 -0.011 0.022 0.902
C -2.039 -2.552 4.064 0.014 0.007 -0.043 -0.227
N -2.894 -3.306 4.208 0.004 0.010 0.018 -0.530
C 0.355 -2.014 3.853 0.015 -0.021 0.006 0.840
C 1.395 -1.106 3.674 0.025 -0.037 0.005 -0.510
C 1.048 0.219 3.514 0.001 0.012 0.002 -0.017
S 1.891 1.702 3.142 0.057 0.081 -0.040 0.003
C 0.675 -3.409 3.985 -0.021 -0.003 -0.038 -0.216
N 0.953 -4.521 4.073 0.013 0.018 0.020 -0.556
H -2.358 0.063 3.734 0.001 -0.004 -0.006 0.570
H 2.419 -1.449 3.634 0.000 -0.002 -0.005 0.506
O 3.838 4.855 0.147 0.007 0.013 -0.013 -0.687
S 2.800 3.862 0.219 0.012 0.042 -0.059 0.923
O 3.275 2.462 0.176 0.012 -0.077 0.008 -0.511
O 1.858 4.028 1.345 -0.060 -0.003 0.120 -0.609
S 1.580 4.005 -1.475 -0.023 0.030 -0.001 -0.503
S 0.190 -3.716 -0.020 -0.031 0.010 0.011 -0.301
C -0.460 -2.139 0.284 0.010 -0.014 0.026 -0.440
N 0.386 -1.195 0.506 -0.031 -0.006 -0.038 0.463
C 1.684 -1.686 0.440 0.020 -0.017 0.007 -0.287
C 2.844 -0.925 0.618 -0.024 -0.001 -0.001 -0.280
C 4.066 -1.560 0.539 0.007 0.004 -0.002 -0.915
C 4.151 -2.935 0.280 -0.007 -0.022 -0.002 -0.550
C 3.016 -3.697 0.090 0.018 0.008 -0.003 -0.607
C 1.779 -3.058 0.170 0.006 0.027 0.006 1.072
H -1.533 -1.990 0.272 0.007 0.000 -0.007 0.437
H 2.784 0.144 0.795 0.023 0.002 0.012 0.222
H 4.973 -0.983 0.667 -0.010 0.010 0.002 0.504
H 5.123 -3.408 0.226 -0.004 0.000 -0.001 0.411
H 3.083 -4.758 -0.109 0.000 0.000 0.001 0.460
```
Forces are in eV/Å.

***

[2]
Formula: C61H48N9O6PTl
Source: the Open Molecules 2025 dataset
Level of theory: ωB97M-V/def2-TZVPD

The LUMO energy comes out at -2.35 eV. The net charge is +1. Its energy relative to the best compared isomer or geometry (same formula, charge and spin) is 0.0 kJ/mol. As for the strongest force on any atom: 0.75 eV Å⁻¹. For the total energy, the calculation gives -3811.12936 hartree.

```
126
Properties=species:S:1:pos:R:3:forces:R:3:mulliken_charge:R:1
Tl 0.283 -0.271 -0.198 0.703 0.044 -0.249 3.273
C -4.709 -1.972 1.650 -0.182 -0.005 0.070 -0.950
N -3.266 -2.052 1.494 0.031 0.155 -0.059 0.524
C -2.452 -1.086 1.004 -0.077 -0.089 0.001 -0.315
N -1.198 -1.528 0.984 -0.291 -0.112 0.318 0.338
C -1.196 -2.806 1.480 -0.279 -0.029 0.007 -0.532
C -2.497 -3.141 1.801 0.317 -0.021 -0.024 0.461
C -3.034 -4.412 2.310 -0.063 -0.086 -0.045 -0.469
C -3.650 -4.492 3.556 0.019 0.020 -0.036 0.096
C -4.108 -5.713 4.026 -0.037 -0.009 0.055 -0.816
C -3.960 -6.856 3.253 0.000 0.008 -0.021 -0.402
C -3.352 -6.778 2.007 0.006 -0.045 -0.023 -0.807
C -2.887 -5.561 1.536 0.012 0.065 0.020 -0.129
C -0.009 -3.656 1.659 0.148 -0.051 -0.021 0.189
C 0.169 -4.363 2.849 -0.014 0.151 -0.009 -0.610
C 1.268 -5.190 3.010 0.007 -0.047 0.054 -0.939
C 2.201 -5.321 1.990 0.022 0.000 -0.015 -0.617
C 2.029 -4.624 0.804 0.021 -0.017 0.011 -0.691
C 0.927 -3.801 0.641 -0.142 -0.055 0.018 0.582
P -3.052 0.605 0.692 0.379 -0.055 -0.028 -0.673
C -2.423 1.003 -0.972 -0.194 -0.050 -0.183 -0.378
N -1.170 0.982 -1.416 -0.171 0.274 0.015 0.310
C -1.158 1.547 -2.664 -0.354 0.028 -0.133 -0.627
C -2.453 1.898 -2.987 0.338 0.002 0.031 0.448
N -3.229 1.549 -1.915 0.082 -0.021 0.107 0.502
C -4.669 1.734 -1.832 -0.179 0.077 0.011 -0.971
C -2.978 2.473 -4.236 -0.049 -0.042 -0.050 -0.397
C -2.851 1.744 -5.417 -0.001 0.029 0.054 -0.140
C -3.318 2.271 -6.610 0.013 -0.015 -0.030 -0.853
C -3.907 3.527 -6.632 -0.012 -0.009 -0.023 -0.390
C -4.029 4.259 -5.460 -0.028 0.053 0.033 -0.820
C -3.568 3.734 -4.262 0.015 -0.048 0.000 0.146
C 0.009 1.731 -3.543 0.140 -0.072 -0.031 0.402
C 0.847 0.660 -3.830 -0.049 0.006 -0.037 0.255
C 1.871 0.790 -4.755 -0.006 -0.004 -0.076 -0.915
C 2.078 2.006 -5.390 0.010 -0.013 0.008 -0.343
C 1.262 3.089 -5.089 0.005 0.063 -0.025 -1.018
C 0.227 2.953 -4.179 -0.025 -0.032 0.128 -0.503
C -1.743 1.480 1.604 0.002 0.061 0.130 -0.974
N -0.433 1.316 1.450 -0.088 0.107 0.192 0.440
C 0.185 2.196 2.300 -0.179 0.199 0.032 -1.400
C -0.780 2.912 2.975 0.197 -0.162 -0.037 0.644
N -1.989 2.437 2.531 0.021 -0.035 -0.138 0.524
C -3.297 2.880 2.985 -0.162 0.101 0.020 -1.051
C -0.621 3.942 4.011 -0.072 0.046 0.040 0.128
C 0.125 3.658 5.153 -0.010 -0.013 -0.022 -0.197
C 0.295 4.625 6.130 0.015 0.031 0.036 -0.822
C -0.272 5.882 5.973 0.006 -0.019 -0.003 -0.409
C -1.014 6.171 4.838 -0.032 0.044 -0.009 -0.801
C -1.190 5.206 3.859 0.029 -0.025 0.001 -0.089
C 1.641 2.376 2.430 0.059 0.004 -0.005 0.713
C 2.449 1.343 2.890 -0.001 0.023 -0.025 -0.111
C 3.815 1.538 3.030 -0.023 -0.046 -0.007 -0.636
C 4.374 2.772 2.733 0.053 -0.004 0.034 -0.527
C 3.568 3.813 2.294 -0.021 0.065 0.011 -0.884
C 2.205 3.619 2.146 -0.031 -0.105 -0.051 -0.440
H -5.125 -1.322 0.885 0.006 0.002 -0.010 0.321
H -5.136 -2.965 1.537 0.066 -0.015 -0.016 0.386
H -4.975 -1.587 2.634 0.019 -0.002 -0.014 0.348
H -3.750 -3.603 4.168 0.007 -0.007 0.005 0.450
H -4.574 -5.776 5.001 -0.008 0.007 -0.011 0.407
H -4.319 -7.808 3.621 0.005 0.003 0.004 0.420
H -3.239 -7.667 1.401 0.003 0.003 0.012 0.432
H -2.405 -5.491 0.568 -0.003 -0.022 0.005 0.553
H -0.548 -4.251 3.653 -0.008 -0.026 0.007 0.533
H 1.399 -5.734 3.936 -0.003 0.012 -0.002 0.423
H 3.058 -5.969 2.118 -0.006 0.005 0.008 0.451
H 2.748 -4.726 0.001 -0.026 0.001 -0.013 0.458
H 0.760 -3.298 -0.297 0.006 0.061 -0.041 -0.087
H -5.083 1.715 -2.837 0.039 -0.020 -0.006 0.404
H -5.116 0.934 -1.250 0.028 -0.030 -0.002 0.319
H -4.912 2.691 -1.371 0.020 -0.009 -0.008 0.346
H -2.384 0.767 -5.391 -0.006 0.004 -0.009 0.564
H -3.220 1.699 -7.523 -0.005 0.013 0.001 0.433
H -4.273 3.936 -7.565 0.018 0.008 0.003 0.423
H -4.475 5.245 -5.478 -0.015 -0.015 -0.008 0.407
H -3.648 4.311 -3.348 0.000 0.008 -0.006 0.456
H 0.666 -0.284 -3.349 -0.016 -0.262 0.070 0.059
H 2.496 -0.064 -4.986 -0.010 0.027 0.020 0.537
H 2.870 2.110 -6.121 0.000 0.009 0.009 0.493
H 1.425 4.044 -5.572 0.003 -0.016 -0.013 0.429
H -0.414 3.797 -3.957 -0.006 -0.001 -0.009 0.591
H -3.205 3.281 3.990 0.024 -0.030 0.005 0.441
H -3.695 3.657 2.333 0.039 0.001 0.006 0.323
H -3.990 2.043 2.993 0.031 -0.027 0.014 0.352
H 0.569 2.677 5.269 0.002 0.009 -0.005 0.449
H 0.868 4.397 7.019 0.016 -0.004 -0.018 0.430
H -0.132 6.638 6.735 -0.007 -0.005 0.004 0.417
H -1.452 7.152 4.711 0.006 -0.006 0.000 0.411
H -1.755 5.439 2.964 0.009 0.006 -0.001 0.443
H 2.007 0.391 3.148 -0.002 -0.081 -0.046 0.457
H 4.436 0.723 3.379 0.013 0.030 0.016 0.474
H 5.437 2.931 2.862 0.000 -0.016 -0.041 0.475
H 3.998 4.781 2.072 0.019 -0.018 -0.004 0.445
H 1.567 4.425 1.804 0.030 0.013 -0.010 0.569
O 2.094 -0.967 0.897 -0.175 0.074 -0.119 -0.172
N 3.234 -0.673 0.389 0.161 0.017 0.000 -1.170
N 3.234 0.205 -0.528 -0.186 -0.102 0.066 2.009
O 2.161 0.785 -1.000 -0.314 -0.184 0.224 -0.793
C 4.483 0.479 -1.184 0.409 0.020 -0.190 0.003
C 5.684 0.157 -0.562 -0.248 0.000 0.049 -0.409
C 6.865 0.350 -1.256 0.046 -0.003 -0.048 -0.725
C 6.844 0.849 -2.552 -0.015 0.047 -0.036 -0.607
C 5.639 1.189 -3.147 0.094 -0.019 0.029 -0.633
C 4.447 1.015 -2.461 -0.201 -0.025 0.072 -0.275
H 5.674 -0.246 0.439 0.067 -0.008 0.028 0.506
H 7.811 0.104 -0.792 -0.032 -0.022 0.041 0.429
H 7.769 0.978 -3.098 0.013 0.005 0.022 0.422
H 5.628 1.578 -4.156 -0.044 0.036 0.007 0.479
H 3.495 1.271 -2.905 0.064 -0.008 0.026 0.343
O -1.286 -3.283 -3.039 0.062 0.005 0.001 -0.792
C -0.322 -2.709 -2.566 -0.249 0.063 -0.038 -0.141
O -0.442 -1.742 -1.698 0.415 -0.165 -0.208 -0.724
C 1.066 -3.132 -3.028 -0.017 0.129 0.142 0.612
C 1.169 -3.955 -4.146 -0.026 0.050 0.015 -0.973
C 2.409 -4.371 -4.598 0.166 -0.070 -0.087 -0.586
C 3.545 -3.967 -3.914 -0.419 0.146 0.219 -0.538
C 3.470 -3.161 -2.789 0.215 -0.039 -0.110 -0.573
C 2.223 -2.747 -2.361 -0.198 0.051 -0.109 1.063
N 4.866 -4.408 -4.379 0.355 -0.088 -0.151 1.050
O 4.907 -5.145 -5.344 -0.046 0.096 0.126 -0.631
O 5.841 -4.004 -3.773 -0.178 -0.055 -0.064 -0.619
H 0.262 -4.257 -4.650 0.013 -0.009 0.014 0.558
H 2.511 -5.003 -5.467 -0.007 -0.003 0.001 0.555
H 4.377 -2.877 -2.277 -0.001 0.037 0.030 0.680
H 2.137 -2.126 -1.486 0.111 0.092 0.129 0.076
```
Forces are in eV/Å.

***

[3]
Formula: C39H29F9GeN4O6Rh
Source: the Open Molecules 2025 dataset
Level of theory: ωB97M-V/def2-TZVPD

The LUMO energy comes out at 2.10 eV. The net charge is -1. Its energy relative to the best compared isomer or geometry (same formula, charge and spin) is 0.0 kJ/mol. As for the strongest force on any atom: 0.78 eV Å⁻¹. For the total energy, the calculation gives -5260.47727 hartree.

```
89
Properties=species:S:1:pos:R:3:forces:R:3:mulliken_charge:R:1
Rh -2.024 -0.304 0.254 -0.531 0.165 -0.552 -0.434
O -6.566 -3.634 1.559 -0.013 -0.015 0.008 -0.691
C -6.600 -3.398 0.236 0.012 -0.009 -0.015 0.325
C -7.551 -4.088 -0.518 -0.010 -0.010 0.007 -0.671
C -7.628 -3.907 -1.885 0.007 0.002 0.010 -0.258
C -6.762 -3.032 -2.536 0.000 -0.002 -0.013 -0.937
C -5.830 -2.335 -1.794 0.001 0.022 0.006 -0.474
C -5.736 -2.497 -0.411 -0.030 -0.018 -0.003 0.447
C -4.713 -1.713 0.316 -0.037 0.027 -0.104 0.890
O -4.107 -0.792 -0.284 0.182 -0.188 0.237 -0.741
N -4.534 -2.017 1.633 -0.047 -0.052 -0.111 -1.654
N -3.599 -1.190 2.045 0.073 0.070 0.268 1.036
C -3.264 -0.840 3.215 -0.145 -0.029 0.038 -0.976
C -2.375 0.319 3.195 0.079 0.220 -0.044 1.047
C -1.921 0.911 4.372 -0.053 -0.016 -0.027 -1.005
C -1.175 2.069 4.319 0.008 0.028 0.038 -0.392
C -0.909 2.642 3.086 0.021 0.023 -0.044 -0.645
C -1.364 2.002 1.951 -0.073 0.030 -0.076 -0.325
N -2.069 0.869 1.987 0.125 -0.287 0.291 0.502
H -5.806 -3.107 1.927 0.004 0.006 0.006 0.683
H -8.211 -4.772 -0.001 -0.002 0.000 0.001 0.416
H -8.367 -4.461 -2.453 -0.002 -0.001 -0.001 0.349
H -6.813 -2.903 -3.609 0.001 0.002 -0.002 0.419
H -5.136 -1.651 -2.263 0.000 0.002 -0.001 0.352
H -3.672 -1.222 4.153 0.032 0.003 0.018 0.334
H -2.170 0.445 5.316 0.001 -0.013 -0.004 0.417
H -0.808 2.527 5.229 0.000 0.001 -0.001 0.410
H -0.335 3.550 2.991 0.075 0.088 -0.011 0.504
H -1.172 2.384 0.957 0.018 0.007 0.016 0.493
F -2.832 -3.970 -2.522 0.010 0.004 0.000 -0.276
C -2.063 -3.041 -3.106 0.024 -0.043 -0.020 0.308
F -1.399 -3.646 -4.111 0.001 0.005 0.006 -0.277
F -2.870 -2.141 -3.662 -0.017 0.016 0.000 -0.197
C -1.128 -2.368 -2.038 -0.042 -0.016 0.111 0.999
O -1.950 -1.621 -1.293 0.133 0.190 -0.178 -0.349
C -0.445 -3.516 -1.209 0.013 -0.077 -0.062 0.157
F -1.257 -3.962 -0.261 -0.009 -0.002 -0.011 -0.247
F 0.688 -3.092 -0.607 -0.006 0.028 0.005 -0.123
F -0.088 -4.571 -1.969 -0.007 0.017 0.014 -0.296
C -0.016 -1.576 -2.793 0.011 -0.004 -0.026 -0.072
F 0.714 -0.834 -1.957 -0.035 0.012 -0.011 0.412
F 0.845 -2.391 -3.441 0.010 0.010 0.026 -0.326
F -0.548 -0.752 -3.698 -0.012 -0.006 -0.011 -0.292
O -2.783 1.355 -3.245 0.065 0.012 0.066 -0.661
C -2.561 1.249 -2.090 -0.228 0.046 -0.115 0.771
N -2.367 1.272 -0.904 0.287 -0.085 0.094 -0.551
O -0.729 -1.707 1.544 -0.172 0.047 0.041 -0.609
C 0.193 -0.938 1.219 -0.068 -0.002 -0.020 0.886
O -0.075 0.047 0.435 0.524 -0.192 0.207 1.187
C 1.583 -1.121 1.754 -0.028 0.087 -0.019 -1.055
C 2.716 -0.825 0.780 0.105 0.054 -0.103 -1.567
Ge 3.103 0.999 0.116 0.065 -0.043 0.039 2.156
C 2.337 1.756 -1.515 0.126 0.017 0.096 0.182
C 1.016 2.195 -1.591 -0.071 0.002 0.070 0.742
C 0.553 2.857 -2.718 -0.053 -0.033 -0.022 -0.826
C 1.400 3.080 -3.795 0.017 -0.003 -0.006 -0.811
C 2.716 2.647 -3.736 -0.027 0.006 -0.004 -0.677
C 3.181 1.999 -2.599 -0.014 -0.003 -0.023 -0.607
C 5.048 0.837 -0.201 -0.081 -0.016 0.023 -0.412
C 5.527 -0.136 -1.082 -0.027 -0.027 -0.012 -0.248
C 6.888 -0.320 -1.281 0.019 -0.003 -0.006 -0.727
C 7.802 0.467 -0.593 -0.001 -0.003 0.000 -0.520
C 7.345 1.435 0.288 0.013 0.006 0.005 -0.662
C 5.980 1.615 0.481 -0.007 0.071 -0.023 -0.306
C 2.927 2.321 1.557 -0.059 -0.093 -0.027 0.354
C 2.574 3.641 1.284 0.018 0.009 -0.042 -0.171
C 2.563 4.600 2.290 -0.063 0.008 0.009 -0.745
C 2.892 4.248 3.591 -0.034 -0.004 0.016 -0.446
C 3.234 2.934 3.882 0.013 0.000 0.013 -0.816
C 3.256 1.984 2.870 -0.011 -0.011 0.023 -0.445
H 1.632 -2.156 2.094 0.037 0.003 0.022 0.455
H 1.666 -0.490 2.645 -0.061 0.029 -0.022 0.200
H 2.655 -1.494 -0.081 -0.033 0.064 -0.029 0.508
H 3.658 -1.068 1.280 -0.014 -0.071 -0.009 0.617
H 0.329 1.999 -0.777 0.024 -0.006 -0.054 -0.112
H -0.479 3.178 -2.765 -0.040 -0.024 0.011 0.446
H 1.030 3.584 -4.679 0.000 -0.004 -0.002 0.353
H 3.385 2.814 -4.571 -0.006 0.003 -0.006 0.377
H 4.217 1.687 -2.564 0.017 -0.006 0.014 0.271
H 4.829 -0.760 -1.631 -0.002 -0.005 0.009 0.377
H 7.235 -1.078 -1.972 0.001 -0.001 0.001 0.404
H 8.865 0.325 -0.745 0.001 0.001 -0.001 0.366
H 8.051 2.054 0.828 0.002 -0.001 0.000 0.394
H 5.641 2.379 1.171 -0.001 -0.007 0.006 0.289
H 2.315 3.927 0.271 -0.007 0.000 0.001 0.340
H 2.293 5.623 2.056 0.007 0.000 0.001 0.359
H 2.882 4.994 4.376 0.003 -0.002 0.000 0.353
H 3.494 2.651 4.895 -0.005 0.001 0.001 0.399
H 3.548 0.967 3.111 -0.002 -0.005 -0.002 0.345
```
Forces are in eV/Å.